Record 1
{"formula": "C48H52BCrF3N5O2S2", "method": "the ωB97M-V functional and the def2-TZVPD basis", "elements": ["Cr", "F", "C", "F", "F", "C", "C", "C", "C", "N", "C", "S", "H", "H", "H", "C", "C", "C", "C", "C", "C", "C", "S", "O", "O", "N", "C", "C", "C", "C", "C", "C", "C", "C", "N", "C", "H", "H", "H", "H", "H", "H", "H", "H", "H", "H", "H", "H", "H", "C", "C", "C", "C", "C", "C", "C", "C", "C", "C", "C", "C", "N", "B", "N", "C", "C", "C", "C", "C", "C", "C", "C", "C", "C", "C", "C", "C", "C", "H", "H", "H", "H", "H", "H", "H", "H", "H", "H", "H", "H", "H", "H", "H", "H", "H", "H", "H", "H", "H", "H", "H", "H", "H", "H", "H", "H", "H", "H", "H", "H", "H", "H", "H", "H"], "xyz": [[-0.721, -0.416, 0.587], [2.178, 0.412, 4.808], [2.586, 1.335, 3.920], [1.815, 2.426, 4.085], [3.840, 1.687, 4.275], [2.545, 0.833, 2.506], [3.614, 0.978, 1.719], [3.610, 0.485, 0.321], [2.274, -0.141, -0.160], [1.138, -0.040, 0.716], [1.297, 0.310, 1.975], [-0.183, 0.171, 2.835], [4.523, 1.420, 2.104], [4.004, 1.259, -0.343], [1.962, 0.222, -1.140], [-8.674, -1.365, 2.863], [-7.385, -0.950, 2.209], [-7.261, -0.923, 0.823], [-6.047, -0.614, 0.229], [-4.957, -0.328, 1.032], [-5.061, -0.321, 2.415], [-6.280, -0.620, 2.995], [-3.361, -0.229, 0.266], [-2.602, -1.326, 0.897], [-3.569, -0.320, -1.156], [-2.422, 0.989, 0.626], [-2.625, 2.236, 0.058], [-3.863, 2.795, -0.198], [-3.979, 4.090, -0.728], [-2.874, 4.850, -0.995], [-1.589, 4.314, -0.761], [-0.394, 5.023, -1.011], [0.810, 4.414, -0.795], [0.824, 3.079, -0.351], [-0.260, 2.390, -0.100], [-1.458, 2.994, -0.264], [-9.468, -1.494, 2.129], [-8.995, -0.628, 3.600], [-8.536, -2.312, 3.388], [-8.114, -1.164, 0.202], [-5.910, -0.615, -0.844], [-4.190, -0.098, 3.019], [-6.376, -0.622, 4.074], [-4.752, 2.224, 0.034], [-4.967, 4.489, -0.920], [-2.964, 5.854, -1.389], [-0.448, 6.044, -1.371], [1.744, 4.932, -0.968], [1.770, 2.566, -0.195], [-4.136, -4.198, 1.857], [-3.066, -4.684, 0.875], [-3.098, -6.215, 0.787], [-3.216, -4.081, -0.510], [-4.436, -4.191, -1.161], [-4.602, -3.710, -2.448], [-3.535, -3.122, -3.097], [-2.292, -2.986, -2.485], [-1.174, -2.374, -3.323], [0.026, -3.312, -3.495], [-0.748, -0.972, -2.864], [-2.145, -3.457, -1.175], [-0.873, -3.386, -0.528], [-0.106, -2.331, 0.113], [1.134, -3.015, 0.461], [1.027, -4.364, 0.128], [-0.160, -4.581, -0.452], [2.401, -2.488, 0.823], [3.067, -2.794, 1.952], [4.444, -2.301, 2.116], [5.046, -1.464, 1.278], [4.328, -0.891, 0.107], [2.965, -1.548, -0.245], [2.935, -2.203, -1.641], [3.781, -3.481, -1.644], [3.424, -1.289, -2.772], [2.586, -3.667, 3.112], [2.776, -5.168, 2.844], [1.163, -3.401, 3.595], [-3.941, -4.624, 2.844], [-5.139, -4.504, 1.551], [-4.111, -3.115, 1.938], [-2.101, -4.379, 1.281], [-4.093, -6.561, 0.498], [-2.851, -6.652, 1.757], [-2.386, -6.588, 0.050], [-5.268, -4.664, -0.652], [-5.558, -3.809, -2.950], [-3.664, -2.752, -4.107], [-1.598, -2.237, -4.321], [0.500, -3.553, -2.547], [0.771, -2.845, -4.145], [-0.289, -4.249, -3.958], [-0.382, -0.983, -1.829], [-1.588, -0.283, -2.924], [0.056, -0.601, -3.504], [1.828, -5.059, 0.303], [-0.551, -5.504, -0.848], [5.001, -2.687, 2.963], [6.080, -1.171, 1.428], [4.996, -0.837, -0.752], [1.896, -2.462, -1.849], [4.735, -3.309, -1.137], [3.987, -3.794, -2.669], [3.278, -4.303, -1.142], [4.515, -1.252, -2.807], [3.053, -0.267, -2.686], [3.079, -1.687, -3.727], [3.248, -3.410, 3.945], [1.960, -5.549, 2.234], [2.770, -5.716, 3.788], [3.722, -5.367, 2.337], [0.427, -3.586, 2.814], [1.051, -2.376, 3.933], [0.942, -4.059, 4.438]], "relative_energy_kcal_mol": 0.0, "gap_ev": [7.365, 7.436], "spin_multiplicity": 4, "homo_energy_ev": [-7.5, -7.7]}

Record 2
{"formula": "C21H18N3OPRhS5", "method": "the ωB97M-V functional and the def2-TZVPD basis", "elements": ["Rh", "O", "C", "S", "C", "C", "S", "S", "S", "N", "C", "C", "C", "C", "C", "C", "N", "C", "C", "C", "S", "C", "N", "H", "H", "H", "H", "H", "H", "H", "C", "P", "C", "C", "C", "C", "C", "C", "C", "H", "H", "H", "H", "H", "H", "H", "H", "H", "H", "H"], "xyz": [[-3.402, -9.095, -14.036], [-3.149, -9.629, -7.181], [-3.167, -9.434, -8.376], [-4.678, -9.193, -9.314], [-3.996, -9.021, -10.924], [-2.589, -9.143, -10.985], [-1.677, -9.231, -12.395], [-1.756, -9.462, -9.506], [-5.070, -8.965, -12.231], [-4.163, -7.502, -17.877], [-3.876, -8.800, -18.383], [-3.932, -9.267, -19.666], [-3.335, -10.525, -19.913], [-2.856, -11.280, -18.869], [-2.886, -10.816, -17.544], [-3.389, -9.563, -17.291], [-3.427, -8.769, -16.127], [-3.839, -7.557, -16.560], [-3.850, -6.519, -15.617], [-4.453, -5.272, -15.571], [-4.351, -4.604, -13.982], [-3.551, -6.009, -13.438], [-3.379, -6.959, -14.354], [-4.256, -6.664, -18.430], [-4.366, -8.636, -20.455], [-3.266, -10.953, -20.925], [-2.462, -12.288, -19.063], [-2.365, -11.365, -16.770], [-4.814, -4.658, -16.418], [-3.212, -6.166, -12.434], [-2.449, -12.633, -14.733], [-3.494, -11.379, -13.846], [-5.130, -11.892, -14.485], [-3.369, -12.047, -12.141], [-4.340, -11.999, -11.154], [-4.065, -12.539, -9.907], [-2.920, -13.259, -9.659], [-1.918, -13.285, -10.636], [-2.110, -12.564, -11.797], [-1.459, -12.243, -14.989], [-2.958, -12.861, -15.673], [-2.386, -13.574, -14.110], [-5.178, -13.001, -14.576], [-5.301, -11.453, -15.466], [-5.913, -11.502, -13.828], [-5.299, -11.458, -11.346], [-4.794, -12.430, -9.106], [-2.764, -13.709, -8.699], [-1.034, -13.863, -10.471], [-1.256, -12.439, -12.488]], "gap_ev": [5.684, 6.642], "total_charge": 1, "spin_multiplicity": 5, "homo_energy_ev": [-9.2, -11.4]}

Record 3
{"formula": "C21H28Cl5N6O6ReS", "method": "the ωB97M-V functional and the def2-TZVPD basis", "elements": ["Re", "Cl", "C", "C", "C", "Cl", "C", "O", "C", "C", "O", "C", "H", "H", "H", "Cl", "C", "Cl", "Cl", "C", "N", "C", "C", "S", "O", "O", "C", "C", "N", "C", "N", "C", "C", "N", "O", "O", "C", "H", "H", "H", "H", "H", "H", "H", "H", "H", "H", "H", "H", "H", "C", "C", "C", "C", "N", "N", "H", "H", "H", "H", "H", "H", "H", "H", "H", "H", "H", "H"], "xyz": [[0.985, 1.506, -0.181], [6.994, 5.846, -0.283], [5.806, 4.630, -0.298], [6.193, 3.277, -0.315], [5.250, 2.280, -0.339], [5.706, 0.640, -0.349], [3.836, 2.571, -0.335], [2.999, 1.613, -0.353], [3.459, 3.967, -0.318], [2.070, 4.335, -0.342], [1.091, 3.576, -0.287], [4.447, 4.959, -0.308], [7.247, 3.032, -0.316], [1.866, 5.409, -0.423], [4.163, 6.001, -0.310], [-0.313, 0.435, 4.920], [1.062, 1.437, 4.350], [0.862, 3.143, 4.875], [2.618, 0.766, 4.922], [1.051, 1.415, 2.922], [0.984, 1.381, 1.766], [-5.091, -3.853, -0.127], [-4.882, -3.549, -1.581], [-3.870, -2.025, -1.754], [-2.736, -2.004, -0.848], [-3.524, -1.780, -3.125], [-4.980, -0.656, -1.219], [-4.368, 0.660, -1.668], [-3.213, 1.033, -0.875], [-1.923, 0.993, -1.244], [-1.128, 1.393, -0.234], [-1.946, 1.719, 0.806], [-3.239, 1.497, 0.426], [-4.410, 1.687, 1.246], [-5.459, 1.296, 0.795], [-4.210, 2.192, 2.314], [-1.423, 0.585, -2.570], [-5.644, -4.791, -0.028], [-5.680, -3.091, 0.382], [-4.138, -3.979, 0.382], [-5.805, -3.339, -2.119], [-4.319, -4.323, -2.102], [-5.089, -0.733, -0.141], [-5.942, -0.793, -1.703], [-5.126, 1.447, -1.567], [-4.077, 0.573, -2.719], [-1.587, 2.100, 1.742], [-1.879, 1.169, -3.371], [-1.660, -0.461, -2.779], [-0.343, 0.746, -2.617], [3.605, -2.801, 1.415], [2.340, -2.624, 0.588], [2.506, -3.353, -0.767], [1.125, -3.176, 1.327], [2.195, -1.197, 0.345], [1.103, -0.704, -0.408], [3.778, -3.855, 1.600], [3.511, -2.305, 2.375], [4.474, -2.404, 0.901], [2.759, -4.390, -0.571], [3.315, -2.908, -1.341], [1.586, -3.329, -1.347], [1.314, -4.212, 1.593], [0.220, -3.156, 0.725], [0.966, -2.621, 2.246], [3.072, -0.750, 0.088], [0.259, -1.181, -0.053], [1.186, -0.967, -1.408]], "relative_energy_kcal_mol": 3.7, "gap_ev": [4.365, 4.622], "total_charge": 3, "spin_multiplicity": 2, "homo_energy_ev": [-17.2, -17.2]}

Record 4
{"formula": "H20O10", "method": "the ωB97M-V functional and the def2-TZVPD basis", "elements": ["O", "H", "H", "O", "H", "H", "O", "H", "H", "O", "H", "H", "O", "H", "H", "O", "H", "H", "O", "H", "H", "O", "H", "H", "O", "H", "H", "O", "H", "H"], "xyz": [[0.023, -0.462, 0.371], [-0.920, -0.630, 0.476], [0.207, 0.246, 0.999], [0.376, 3.374, -0.035], [1.246, 3.005, 0.154], [0.199, 3.954, 0.713], [-1.785, 1.439, 3.751], [-2.652, 1.780, 3.503], [-1.791, 0.529, 3.433], [-4.058, 3.235, 0.655], [-4.173, 2.640, -0.095], [-3.255, 2.918, 1.084], [-0.414, -0.557, 5.705], [-0.651, -1.127, 4.965], [0.312, -0.022, 5.365], [1.652, -2.377, -2.523], [2.571, -2.602, -2.704], [1.707, -1.689, -1.850], [-0.424, -0.215, -3.828], [-0.718, 0.693, -3.959], [-1.234, -0.697, -3.628], [1.731, 1.473, -2.561], [2.054, 1.792, -1.710], [2.303, 1.905, -3.205], [0.969, -1.497, -4.674], [1.545, -2.189, -5.018], [0.844, -1.735, -3.748], [1.368, -4.379, 3.176], [1.015, -4.996, 2.525], [1.954, -3.809, 2.665]], "relative_energy_kcal_mol": 117.1, "gap_ev": 9.112, "smiles": "O.O.O.O.O.O.O.O.O.O", "homo_energy_ev": -9.4}